Here is a cluster of 2 separate species, C5H14S in total at a distorted geometry from the Open Molecules 2025 dataset. Energies are from ωB97M-V with the def2-TZVPD basis set.

Output
E, eV: -16245.245
Energy above the lowest of the compared OMol25 structures with the same formula, charge and spin, eV: 2.0562
HOMO-LUMO gap, eV: 9.39
HOMO energy, eV: -8.54
Strongest force on any atom, eV/Å: 6.43
LUMO level, eV: 0.850

CARTESIAN COORDINATES (ANGSTROEM)
C -1.049 -1.074 1.731
C -2.427 -0.846 0.957
C 0.688 -1.285 -0.775
S 0.232 -2.201 0.912
H -0.442 -0.085 1.990
H -1.192 -1.578 2.569
H -3.296 -0.750 1.537
H -2.610 -1.764 0.357
H 1.474 -0.593 -0.543
H 1.358 -1.850 -1.447
H -0.265 -0.907 -1.143
H -2.515 -0.057 0.272
C 0.618 3.231 -2.144
C 1.638 3.699 -1.144
H 0.500 2.173 -2.098
H -0.420 3.556 -2.094
H 0.921 3.307 -3.174
H 1.580 3.173 -0.129
H 1.763 4.658 -0.823
H 2.621 3.589 -1.624